Entry 1:
Below is C24H45BrP2Zr as an isolated structure, with properties calculated with wB97M-V/def2-TZVPD.

Last column: Mulliken charge in e.
Cartesian coordinates (Å):
Zr 0.00 0.00 0.00  0.156
C 1.38 -1.86 -0.30  0.410
C 0.26 -2.15 0.64  1.523
C -0.71 -1.58 -1.49  1.308
C 0.76 -1.51 -1.61  1.243
C -1.02 -2.04 -0.12  0.479
C 2.85 -2.23 -0.04  -1.561
H 3.13 -2.05 1.00  0.464
H 3.54 -1.67 -0.66  0.537
H 3.02 -3.29 -0.24  0.332
C 1.42 -1.50 -2.99  -1.888
H 2.47 -1.78 -2.93  0.480
H 1.31 -0.54 -3.50  0.364
H 0.97 -2.26 -3.64  0.335
C -1.58 -1.87 -2.73  -2.135
H -1.29 -2.82 -3.18  0.300
H -1.45 -1.09 -3.48  0.496
H -2.63 -1.97 -2.48  0.484
C -2.39 -2.52 0.39  -1.791
H -2.28 -3.23 1.21  0.391
H -2.94 -3.03 -0.40  0.492
H -3.00 -1.70 0.75  0.293
C 0.41 -2.87 1.99  -2.869
H 0.37 -3.95 1.84  0.535
H -0.38 -2.60 2.69  0.617
H 1.37 -2.65 2.47  0.576
C 1.09 1.87 0.56  -0.901
C 1.68 0.67 1.25  -0.370
C 1.46 0.44 2.75  -1.423
C -0.01 0.47 3.14  -1.535
C -0.93 0.14 1.96  -0.589
C -1.50 1.16 1.06  -0.462
C -1.17 2.65 1.27  -0.955
C 0.31 2.92 1.35  -1.093
H 2.02 1.17 3.32  0.690
H -0.29 1.42 3.60  0.587
H 1.89 -0.52 3.01  0.455
H 0.66 2.99 2.38  0.258
H 1.52 2.32 -0.32  0.943
H 2.57 0.21 0.84  1.116
H 0.51 3.91 0.93  0.471
H -1.58 3.21 0.43  0.471
H -2.57 0.98 1.06  0.543
H -1.68 3.03 2.16  0.379
H -0.17 -0.26 3.94  0.546
H -1.62 -0.67 2.19  1.392
P 3.86 0.79 -4.39  0.507
C 5.20 0.07 -5.54  -1.267
H 5.98 0.80 -5.76  0.369
H 4.76 -0.22 -6.50  0.388
H 5.67 -0.80 -5.09  0.338
C 3.57 2.27 -5.54  -1.209
H 4.51 2.69 -5.90  0.342
H 3.02 3.06 -5.04  0.352
H 3.00 1.95 -6.41  0.371
C 5.18 1.63 -3.31  -1.210
H 5.91 2.17 -3.92  0.382
H 5.72 0.89 -2.72  0.360
H 4.74 2.36 -2.63  0.341
P -4.20 0.31 -3.72  0.488
C -5.82 -0.53 -3.24  -1.197
H -6.67 -0.04 -3.72  0.386
H -5.97 -0.47 -2.16  0.335
H -5.81 -1.57 -3.54  0.360
C -4.83 2.08 -3.41  -1.222
H -5.80 2.25 -3.89  0.362
H -4.12 2.80 -3.82  0.370
H -4.96 2.27 -2.35  0.348
C -4.61 0.46 -5.57  -1.302
H -5.54 1.00 -5.74  0.363
H -4.74 -0.52 -6.03  0.387
H -3.81 0.98 -6.09  0.357
Br 0.60 -1.04 2.07  -0.190

Total charge   +2

Entry 2:
Below is C20H26N4O5 as an isolated structure, with properties calculated with wB97M-V/def2-TZVPD.

Last column: natural (NBO) charge in e.
Cartesian coordinates (Å):
C -0.34 3.07 -3.84  -0.229
H -0.95 2.14 -4.15  0.150
O -0.18 3.16 -2.58  -0.504
C 0.78 2.30 -1.97  0.306
C 1.45 1.23 -2.72  -0.334
C 2.22 0.36 -1.72  -0.161
C 2.51 0.67 -0.29  -0.129
C 1.87 1.59 0.10  0.362
C 1.10 2.44 -0.62  -0.343
H 0.60 3.45 -0.17  0.268
O 2.11 1.69 1.59  -0.530
C 1.49 2.66 2.20  -0.188
H 1.73 3.94 1.69  0.065
H 1.71 2.69 3.30  0.191
H 0.40 2.56 2.05  0.202
C 3.23 -0.38 0.55  -0.197
N 2.34 -0.84 1.41  -0.420
C 3.00 -1.59 2.60  -0.204
H 2.09 -1.88 3.28  0.190
H 3.73 -1.01 3.04  0.199
C 3.57 -3.08 2.07  -0.256
N 2.47 -3.85 1.76  -0.619
C 1.26 -3.36 1.09  0.620
O 0.45 -4.01 0.76  -0.535
C 1.14 -2.03 0.76  -0.143
C -0.22 -1.36 1.57  -0.413
H -0.72 -2.08 1.58  0.182
C -0.95 -0.34 0.93  0.633
O -0.93 0.91 1.59  -0.747
N -1.34 -0.35 -0.30  -0.381
C -1.39 -1.78 -1.08  -0.383
H -2.28 -1.91 -1.54  0.212
H -1.07 -2.52 -0.44  0.218
H -0.58 -1.51 -1.99  0.197
C -1.94 0.71 -1.01  -0.252
C -3.62 0.43 -0.72  0.194
N -4.27 0.02 -1.89  -0.173
O -5.58 0.19 -0.98  -0.327
C -5.50 0.50 0.07  0.322
C -4.19 0.75 0.54  -0.488
H -3.87 1.40 1.37  0.280
H -6.38 0.57 0.85  0.187
H -1.54 1.61 -0.52  0.275
H -1.66 0.74 -2.07  0.217
H 0.16 -1.16 2.62  0.257
H 1.00 -1.44 -0.25  0.296
H 2.49 -4.67 1.53  0.362
H 4.29 -2.71 1.34  0.188
H 3.86 -3.67 2.93  0.216
H 4.03 0.02 1.06  0.220
H 3.59 -1.26 -0.26  0.128
H 2.52 -0.64 -2.27  0.219
H 1.00 0.90 -3.69  0.240
H 0.60 3.16 -4.47  0.170
H -0.99 4.01 -4.15  0.194

Total charge   0

Results for energy above the lowest of the compared OMol25 structures with the same formula, charge and spin: 19.447 23.546 (in eV, following the order of the records).